# 1
ORCA calculation (ωB97M-V/def2-TZVPD) on a 2-piece molecular cluster, C6H16NO2 overall.

F_max ... 0.0098 hartree/bohr
Total charge ... -1
Gap between HOMO and LUMO ... 7.332 eV
Energy above the lowest of the compared OMol25 structures with the same formula, charge and spin ... 0.739 eV
Multiplicity ... 1

Each line ends with the natural charge from an NBO analysis.
Element x y z (Å)
C (-1.47, 0.57, 0.40)  -0.40
C (-1.13, 2.00, -0.03)  -0.43
C (0.29, 2.46, 0.42)  -0.03
O (1.17, 2.69, -0.61)  -0.91
C (-0.62, -0.43, -0.37)  -0.25
N (-0.59, -1.78, 0.21)  -0.45
C (0.17, -1.80, 1.45)  -0.42
C (0.04, -2.68, -0.74)  -0.41
H (-2.52, 0.34, 0.22)  0.18
H (-1.30, 0.47, 1.48)  0.18
H (-1.87, 2.70, 0.36)  0.17
H (-1.14, 2.06, -1.12)  0.21
H (0.68, 1.69, 1.12)  0.10
H (0.16, 3.37, 1.03)  0.11
H (-1.05, -0.53, -1.37)  0.18
H (0.41, -0.06, -0.52)  0.23
H (0.29, -2.83, 1.77)  0.18
H (1.17, -1.35, 1.32)  0.18
H (-0.36, -1.25, 2.23)  0.19
H (0.09, -3.68, -0.31)  0.17
H (-0.56, -2.73, -1.66)  0.19
H (1.05, -2.36, -1.02)  0.18
H (3.13, 0.90, -1.57)  0.43
H (1.73, 1.57, -1.12)  0.49
O (2.20, 0.66, -1.55)  -1.09

# 2
ORCA calculation (ωB97M-V/def2-TZVPD) on a 2-piece molecular cluster, C6H16NS overall at a distorted geometry.

F_max ... 0.0755 hartree/bohr
Total charge ... +1
Gap between HOMO and LUMO ... 9.084 eV
Energy above the lowest of the compared OMol25 structures with the same formula, charge and spin ... 5.796 eV
Multiplicity ... 1

Each line ends with the natural charge from an NBO analysis.
Element x y z (Å)
C (-1.92, 1.41, 3.12)  -0.33
C (1.40, -1.43, -1.80)  -0.43
C (-0.52, 0.14, -2.07)  -0.44
C (1.23, 0.86, -0.80)  -0.43
C (-1.35, 1.41, 1.90)  -0.44
C (-0.24, -1.21, 0.08)  -0.62
N (0.51, -0.42, -1.13)  -0.27
S (0.82, -1.16, 1.42)  0.43
H (-2.96, 1.59, 3.34)  0.22
H (-1.32, 1.20, 4.01)  0.19
H (1.27, -2.43, 1.31)  0.15
H (1.75, -1.11, -2.79)  0.23
H (2.33, -1.66, -1.17)  0.22
H (0.94, -2.44, -1.97)  0.26
H (-1.11, -0.59, -2.55)  0.24
H (-1.21, 0.74, -1.42)  0.22
H (-0.28, 0.96, -2.86)  0.26
H (0.49, 1.51, -0.36)  0.23
H (2.12, 0.69, -0.11)  0.23
H (1.62, 1.22, -1.82)  0.24
H (-0.29, 1.12, 1.81)  0.17
H (-1.97, 1.61, 1.12)  0.20
H (-1.17, -0.62, 0.36)  0.23
H (-0.13, -1.41, 2.38)  0.22

# 3
ORCA calculation (ωB97M-V/def2-TZVPD) on a 2-piece molecular cluster, C6H16O overall at a distorted geometry.

F_max ... 0.0197 hartree/bohr
Gap between HOMO and LUMO ... 11.247 eV
Energy above the lowest of the compared OMol25 structures with the same formula, charge and spin ... 0.581 eV
Multiplicity ... 1
SMILES string ... CCCC(C)C.O

Each line ends with the natural charge from an NBO analysis.
Element x y z (Å)
C (-1.97, -1.17, -1.64)  -0.60
C (-0.78, -1.00, -0.70)  -0.40
C (-0.81, 0.34, 0.04)  -0.39
C (0.42, 1.21, -0.13)  -0.21
C (0.25, 2.53, 0.68)  -0.61
C (1.78, 0.54, 0.18)  -0.63
H (-1.93, -2.08, -2.25)  0.21
H (-2.87, -1.30, -1.03)  0.20
H (-2.13, -0.29, -2.27)  0.20
H (0.19, -1.16, -1.18)  0.20
H (-0.81, -1.82, 0.01)  0.19
H (-1.11, 0.26, 1.09)  0.20
H (-1.66, 0.91, -0.37)  0.20
H (0.47, 1.54, -1.18)  0.19
H (-0.12, 3.37, 0.09)  0.21
H (1.21, 2.81, 1.08)  0.20
H (-0.30, 2.32, 1.60)  0.20
H (2.13, 0.84, 1.17)  0.20
H (1.71, -0.54, 0.29)  0.23
H (2.49, 0.80, -0.60)  0.21
O (1.28, -2.31, 1.62)  -0.93
H (0.55, -2.88, 1.85)  0.47
H (2.03, -2.92, 1.63)  0.47

# 4
ORCA calculation (ωB97M-V/def2-TZVPD) on a 3-piece molecular cluster, C6H16O overall at a distorted geometry.

F_max ... 0.0370 hartree/bohr
Gap between HOMO and LUMO ... 10.695 eV
Energy above the lowest of the compared OMol25 structures with the same formula, charge and spin ... 2.040 eV
Multiplicity ... 1
SMILES string ... C=C.CCC.CO

Each line ends with the natural charge from an NBO analysis.
Element x y z (Å)
C (0.48, 0.85, -2.00)  -0.37
C (0.35, 1.94, -1.24)  -0.42
H (1.36, 0.23, -1.97)  0.19
H (-0.32, 0.51, -2.64)  0.19
H (1.15, 2.28, -0.61)  0.20
H (-0.45, 2.65, -1.42)  0.20
C (0.39, -2.26, -0.30)  -0.60
C (0.43, -1.04, 0.61)  -0.40
C (1.84, -0.53, 0.88)  -0.61
H (0.84, -2.05, -1.27)  0.19
H (0.93, -3.10, 0.15)  0.20
H (-0.64, -2.58, -0.46)  0.21
H (-0.04, -1.30, 1.56)  0.19
H (-0.21, -0.24, 0.20)  0.22
H (1.81, 0.38, 1.47)  0.20
H (2.42, -1.27, 1.42)  0.20
H (2.37, -0.32, -0.05)  0.19
C (-2.14, 1.19, 0.69)  -0.26
O (-2.37, 0.00, 1.39)  -0.71
H (-1.08, 1.46, 0.35)  0.18
H (-2.73, 1.13, -0.23)  0.18
H (-2.51, 2.06, 1.26)  0.16
H (-1.87, 0.02, 2.21)  0.46

# 5
ORCA calculation (ωB97M-V/def2-TZVPD) on a 2-piece molecular cluster, C6H16O overall at a distorted geometry.

F_max ... 0.0366 hartree/bohr
Gap between HOMO and LUMO ... 11.662 eV
Energy above the lowest of the compared OMol25 structures with the same formula, charge and spin ... 0.867 eV
Multiplicity ... 1
SMILES string ... CCC(C)CC.O

Each line ends with the natural charge from an NBO analysis.
Element x y z (Å)
C (0.01, 2.66, 0.11)  -0.61
C (-0.28, 1.18, -0.24)  -0.42
C (0.56, 0.19, 0.54)  -0.21
C (0.20, 0.19, 2.06)  -0.62
C (0.80, -1.21, -0.03)  -0.39
C (-0.42, -2.13, -0.07)  -0.58
H (0.90, 2.82, 0.73)  0.20
H (0.12, 3.20, -0.82)  0.21
H (-0.77, 3.13, 0.71)  0.20
H (-0.07, 1.08, -1.30)  0.21
H (-1.36, 1.07, -0.14)  0.20
H (1.60, 0.54, 0.61)  0.19
H (0.60, -0.69, 2.57)  0.21
H (-0.87, 0.38, 2.17)  0.20
H (0.69, 1.07, 2.43)  0.21
H (1.21, -1.21, -1.05)  0.19
H (1.62, -1.63, 0.56)  0.20
H (-0.16, -3.19, -0.01)  0.22
H (-1.11, -1.97, 0.76)  0.21
H (-0.99, -1.86, -0.97)  0.15
O (-1.03, -0.99, -3.14)  -0.92
H (-0.10, -1.25, -3.25)  0.46
H (-1.15, -1.37, -2.25)  0.45

# 6
ORCA calculation (ωB97M-V/def2-TZVPD) on a 2-piece molecular cluster, C6H16O overall at a distorted geometry.

F_max ... 0.0313 hartree/bohr
Total charge ... +1
Gap between HOMO and LUMO (spin up / spin down) ... 12.072 / 5.412 eV
Energy above the lowest of the compared OMol25 structures with the same formula, charge and spin ... 0.180 eV
Multiplicity ... 2

Each line ends with the natural charge from an NBO analysis.
Element x y z (Å)
C (-2.33, -1.04, 0.33)  -0.57
C (-1.58, 0.14, 0.97)  -0.28
C (-0.19, 0.29, 0.17)  -0.06
C (0.62, -0.94, 0.02)  -0.67
C (0.54, 1.42, 1.03)  -0.32
C (1.27, 2.31, 0.07)  -0.62
H (-1.83, -1.95, 0.63)  0.25
H (-2.23, -1.10, -0.76)  0.24
H (-3.37, -0.83, 0.58)  0.29
H (-2.16, 1.04, 1.12)  0.25
H (-1.28, -0.10, 1.97)  0.23
H (-0.43, 0.68, -0.81)  0.23
H (0.29, -1.64, -0.74)  0.25
H (1.62, -0.67, -0.34)  0.30
H (0.83, -1.43, 0.98)  0.24
H (1.21, 0.89, 1.71)  0.24
H (-0.17, 1.95, 1.67)  0.24
H (2.11, 1.83, -0.44)  0.24
H (1.65, 3.23, 0.52)  0.28
H (0.58, 2.67, -0.70)  0.24
H (1.57, -1.63, -3.14)  0.47
H (1.30, -2.89, -2.33)  0.47
O (1.98, -2.23, -2.51)  -0.93

Number 1: electronic energy -12066.5714 eV. Number 2: electronic energy -18794.8645 eV. Number 3: electronic energy -8528.6521 eV. Number 4: electronic energy -8527.1931 eV. Number 5: electronic energy -8528.3661 eV. Number 6: electronic energy -8518.8341 eV.